[1]
Below is 6 unconnected molecules or ions with the total composition C26H24Br3N5O10 in a non-equilibrium geometry, with properties calculated with wB97M-V/def2-TZVPD.

Values from the calculation:
Multiplicity: 2
DFT total energy: -265389.893 eV
M: 806.215 g mol⁻¹
<S²>: 0.765
Total charge: -1

Geometry as XYZ:
```
68
Properties=species:S:1:pos:R:3:mulliken_charge:R:1
C 0.74250 -1.57595 0.37445 -0.1222
N 1.73334 -0.65965 1.08892 1.0093
O 1.76443 0.50807 0.78831 -0.5116
O 2.44786 -1.14265 1.92709 -0.6119
H -0.22366 -1.08915 0.50729 0.0663
H 0.60307 -2.54208 0.85946 0.0221
H 0.96991 -1.77929 -0.67199 0.1688
C 0.25803 1.98012 -2.73852 -0.5600
C -0.68523 0.92777 -2.51496 -0.5163
C -1.59711 0.98150 -1.48143 -0.0732
C -1.55094 2.11568 -0.59938 0.1585
C -0.60773 3.09007 -0.78483 -0.2576
C 0.31126 3.05715 -1.83793 -0.6132
N -2.55438 2.24752 0.47178 1.0287
O -3.65169 1.69437 0.29009 -0.6076
O -2.21520 2.81613 1.46655 -0.5902
H 1.04871 1.96555 -3.47405 0.3685
H -0.61944 0.00912 -3.07901 0.3942
H -2.17440 0.09724 -1.25510 0.4559
H -0.43926 3.91921 -0.11361 0.3618
H 0.95715 3.91463 -1.95611 0.4194
C -6.41890 -3.80351 3.60520 -0.2645
C -5.07695 -3.47597 3.98592 -0.7759
C -4.28352 -2.80126 3.07031 0.0738
C -4.80165 -2.48349 1.76615 -0.2379
C -6.10408 -2.92202 1.40551 -0.1824
C -6.92217 -3.54957 2.33428 -0.6168
N -4.01415 -1.66239 0.79696 0.9856
O -2.87215 -1.28019 1.14322 -0.4460
O -4.48040 -1.37860 -0.27931 -0.5742
H -7.02383 -4.21972 4.39719 0.3527
H -4.72456 -3.64174 4.99327 0.4238
H -3.37326 -2.33768 3.42095 0.4598
H -6.43783 -2.75707 0.39171 0.4535
H -7.94610 -3.81550 2.11690 0.3858
C 1.83612 4.05219 2.05342 -0.2164
C 2.63966 5.16171 1.85324 -0.7342
C 2.11127 6.42713 2.11778 -0.0567
C 0.78583 6.64895 2.52485 -0.1737
C 0.01906 5.50751 2.79380 0.0520
C 0.53723 4.21750 2.62202 -0.6682
N 0.22786 7.98171 2.83770 0.8699
O -1.03735 8.11465 2.96405 -0.5531
O 1.02509 8.92114 2.84472 -0.5565
H 2.26534 3.06979 1.92286 0.4425
H 3.67303 4.98823 1.59159 0.4329
H 2.79725 7.26007 2.07258 0.4159
H -0.92096 5.58346 3.32009 0.3881
H -0.15752 3.44037 2.90449 0.3589
C 6.37186 -2.85879 -5.87527 -0.4568
C 6.64446 -2.18475 -4.68624 -0.2897
C 5.64586 -1.84716 -3.77995 -0.3425
C 4.34460 -2.25292 -4.05476 -0.1487
C 4.10756 -3.06582 -5.19295 -0.2810
C 5.09111 -3.34553 -6.14310 -0.4467
N 3.24986 -1.92126 -3.09338 0.7904
O 2.10279 -2.42273 -3.15787 -0.7928
O 3.48731 -0.97324 -2.28923 -0.7441
H 7.21287 -3.13981 -6.49181 0.3098
H 7.69034 -1.99082 -4.49943 0.3283
H 5.97811 -1.43009 -2.84077 0.3773
H 3.11368 -3.43382 -5.40069 0.3561
H 4.86180 -3.88999 -7.04718 0.3625
C -1.25890 -5.44929 1.95897 -0.3028
Br -0.03190 -6.98630 2.26799 -0.0540
Br -1.54439 -5.05622 0.05432 -0.0197
Br -0.69373 -3.85298 2.99948 -0.0576
H -2.21286 -5.67955 2.43338 0.3840
```



[2]
Below is a molecular structure, C26H24BrFeIN7O in a non-equilibrium geometry, with properties calculated with wB97M-V/def2-TZVPD.

Values from the calculation:
Multiplicity: 5
M: 713.179 g mol⁻¹
<S²>: 6.012
Total charge: +1
Energy above the lowest of the compared OMol25 structures with the same formula, charge and spin: 0.275 eV

Geometry as XYZ:
```
61
Properties=species:S:1:pos:R:3:mulliken_charge:R:1
Fe 0.15053 0.50017 -0.26085 0.5384
Br 5.98379 5.13699 -0.25699 -0.1888
C 4.70872 3.75098 -0.44047 -0.3085
C 5.13057 2.41668 -0.45870 -0.3728
C 4.21101 1.40301 -0.57510 -0.8479
C 2.82996 1.66102 -0.67317 0.4479
O 1.99574 0.66140 -0.79639 -0.7781
C 2.41976 3.01705 -0.66301 0.1958
C 1.05123 3.42235 -0.78534 0.3702
N 0.03858 2.63196 -0.79881 0.3878
C -1.27813 3.09837 -0.94496 -0.0159
C -1.71404 4.39369 -0.84057 -0.6822
C -3.07599 4.72086 -1.00543 -1.0921
C -3.99809 3.75476 -1.28552 -0.8816
C -3.58535 2.40634 -1.40185 1.1116
C -4.47678 1.35468 -1.71342 -0.5360
C -4.00730 0.07933 -1.83204 -0.8637
C -2.64421 -0.15943 -1.59140 -0.0370
N -1.78501 0.78648 -1.28616 -0.4270
C -2.22893 2.07824 -1.21202 0.9777
C 3.38145 4.04410 -0.55028 -0.5957
H 6.18602 2.19080 -0.38573 0.4268
H 4.52955 0.36899 -0.60103 0.4349
H 0.90163 4.49978 -0.88842 0.2256
H -1.01462 5.19080 -0.62279 0.3294
H -3.38497 5.75321 -0.90765 0.4111
H -5.04475 3.99811 -1.42108 0.4167
H -5.52662 1.58345 -1.85460 0.4442
H -4.65934 -0.74179 -2.09279 0.4084
H -2.24816 -1.16682 -1.65054 0.4775
H 3.05462 5.07737 -0.54384 0.4467
C -0.55229 -5.62903 -1.82541 -1.3970
C 0.24895 -6.02582 -0.58924 0.7933
C -0.66391 -6.26073 0.61145 -1.4445
C 1.35127 -5.01953 -0.26043 -1.2279
N 0.84580 -3.66535 -0.00930 0.6691
C 0.49987 -2.71164 -0.86175 -0.4078
N 0.00871 -1.70287 -0.17756 0.1406
N 0.07182 -2.07262 1.13190 -0.0653
N 0.56595 -3.24533 1.23580 -0.7325
H -1.26466 -6.41533 -2.07555 0.4221
H 0.09097 -5.47299 -2.69535 0.3499
H -1.13358 -4.71857 -1.64826 0.2796
H 0.78079 -6.95489 -0.81267 0.3298
H -1.24713 -5.36666 0.84730 0.3022
H -0.09369 -6.53494 1.50065 0.3702
H -1.36608 -7.06768 0.39992 0.4220
H 2.08128 -4.95584 -1.06541 0.4380
H 1.86352 -5.31537 0.65240 0.3836
H 0.60990 -2.76117 -1.93283 0.5649
I -2.25128 3.25933 4.48025 0.1320
C -0.76069 2.00993 3.74161 -0.4993
C 0.10345 1.33654 4.58982 -0.0588
C 1.07668 0.52095 4.03259 -0.9541
C 1.14193 0.39716 2.65887 -0.0195
N 0.30024 1.03982 1.84464 0.2460
C -0.62886 1.83931 2.37602 0.0781
H 0.02637 1.45140 5.66262 0.4117
H 1.77213 -0.01879 4.66003 0.4051
H 1.89636 -0.21804 2.18625 0.4769
H -1.27470 2.36581 1.68257 0.1682
```



[3]
Below is a molecular structure, C26H24BrN4O2ReS in a non-equilibrium geometry, with properties calculated with wB97M-V/def2-TZVPD.

Values from the calculation:
Multiplicity: 4
DFT total energy: -120405.422 eV
M: 722.682 g mol⁻¹
<S²>: 3.775
Total charge: +1

Geometry as XYZ:
```
59
Properties=species:S:1:pos:R:3:mulliken_charge:R:1
Re -0.11620 1.05457 -0.84173 0.7299
O -1.22250 2.20177 3.19707 -0.7063
S -1.33780 1.18837 2.14567 1.4459
O -2.62880 1.19457 1.45527 -0.7542
N -0.07810 1.05457 1.17637 0.1700
C 1.23920 1.03107 1.53747 1.5330
C 1.67860 1.01507 2.88047 -0.6206
C 3.02800 0.98407 3.22207 -1.0950
C 3.98690 0.97287 2.22377 -0.8800
C 3.59750 0.99697 0.87987 0.8141
C 4.57540 0.99567 -0.12603 -0.4495
C 4.20270 1.02627 -1.46063 -1.0607
C 2.85570 1.05587 -1.74373 0.0766
N 1.89060 1.05457 -0.80363 -0.1308
C 2.22580 1.02687 0.51357 -0.0003
C -1.48710 -0.35843 3.09007 -0.0824
C -1.28030 -1.57523 2.43767 0.3429
C -1.39160 -2.76373 3.15927 -0.7033
C -1.70900 -2.72973 4.51987 -0.5655
C -1.91580 -1.50743 5.16407 -0.6239
C -1.80420 -0.31503 4.44937 -0.5030
H 0.96190 1.03817 3.69907 0.3442
H 3.31600 0.97607 4.26827 0.4416
H 5.03610 0.95277 2.50057 0.4080
H 5.63040 0.97467 0.13027 0.4667
H 4.93910 1.02937 -2.25343 0.4458
H 2.49280 1.08317 -2.76583 0.5018
H -1.03920 -1.58983 1.37847 0.3217
H -1.23260 -3.71313 2.65737 0.4581
H -1.79840 -3.65693 5.07777 0.3946
H -2.16750 -1.47943 6.21967 0.4137
H -1.97120 0.64047 4.93827 0.4862
Br 1.31310 3.63647 -5.83323 -0.1201
C 0.50460 2.17597 -4.90043 -0.1723
C -0.11310 1.06017 -5.65253 -0.1197
C -0.67490 0.04527 -4.97973 -1.0659
C -0.66210 0.06847 -3.49673 0.6016
N -0.11620 1.05457 -2.86123 0.2973
C 0.48860 2.14717 -3.55583 -0.6046
H -0.11130 1.06337 -6.73803 0.4623
H -1.13300 -0.78233 -5.51183 0.4773
H -1.11330 -0.74663 -2.94153 0.1674
H 0.93620 2.95577 -2.98753 0.5964
C -3.39480 0.66417 -0.96603 -1.4876
C -2.62620 -0.59903 -0.89673 1.1444
C -3.08440 -1.90133 -0.87703 -1.1119
C -1.95960 -2.70723 -0.80653 -0.8909
C -0.87380 -1.85453 -0.78683 0.0919
C 0.56950 -2.17603 -0.71743 -0.8352
N -1.28770 -0.58143 -0.84173 -0.8161
H -4.46800 0.45437 -1.00433 0.4462
H -3.11610 1.22307 -1.86453 0.1742
H -3.19000 1.27597 -0.08223 0.2498
H -4.11620 -2.22623 -0.91013 0.5570
H -1.93520 -3.78873 -0.77343 0.6178
H 0.71600 -3.25963 -0.67923 0.4420
H 1.00900 -1.73233 0.18107 0.1483
H 1.08290 -1.78523 -1.60123 0.1145
H -1.12030 2.45687 -0.84173 0.0167
```



[4]
Below is C26H24BrNO2 in the gas phase in a non-equilibrium geometry, with properties calculated with wB97M-V/def2-TZVPD.

Values from the calculation:
DFT total energy: -102978.643 eV
M: 462.387 g mol⁻¹
SMILES: CCOC(=O)[C@@H](c1ccc(Br)cc1)[C@@H](c1ccccc1)c1cn(C)c2ccccc12
Total charge: 0

Geometry as XYZ:
```
54
Properties=species:S:1:pos:R:3:mulliken_charge:R:1
C -6.21676 0.53053 2.96227 -1.1388
C -4.76735 0.86600 3.13580 -0.3184
O -4.00816 -0.34456 2.90536 -0.1568
C -2.71796 -0.21635 3.27598 -0.1263
C -1.77451 -1.30382 2.71187 1.2846
C -0.29330 -0.87601 2.68767 -0.0331
C 0.08515 0.45824 2.84299 -0.5832
C 1.41264 0.88793 2.73081 -0.7805
C 2.41730 -0.05171 2.48372 0.0153
Br 4.21287 0.51603 2.32233 -0.2088
C 2.07435 -1.40280 2.30714 -0.8702
C 0.72597 -1.79364 2.36712 -0.0634
O -2.38894 0.71940 3.99316 -0.6492
H -6.81303 1.43585 3.09897 0.4910
H -6.43674 0.13801 1.96206 0.2079
H -6.54336 -0.19353 3.71401 0.2386
H -4.42975 1.59560 2.38934 0.2335
H -4.55084 1.23542 4.13942 0.3783
H -2.06554 -1.32796 1.63880 0.6229
H -0.65555 1.19784 3.09778 0.4694
H 1.64290 1.94222 2.84054 0.4238
H 2.85832 -2.13253 2.11350 0.4140
H 0.49854 -2.84025 2.16797 0.2678
C -6.93754 -2.86525 2.40828 -0.7551
N -5.68665 -2.96033 3.12980 0.3722
C -4.46682 -2.59244 2.65138 -1.3702
C -3.47410 -2.95174 3.54809 0.5351
C -2.03435 -2.68241 3.24968 0.4167
C -1.13423 -3.20010 4.37730 -0.2024
C -1.14540 -2.70203 5.67637 0.0828
C -0.27243 -3.27350 6.62373 -0.7261
C 0.60733 -4.29539 6.25408 -0.4890
C 0.58485 -4.80162 4.95494 -0.9707
C -0.30250 -4.26354 4.02989 -0.3115
C -4.11992 -3.67192 4.62782 0.4948
C -3.73595 -4.44272 5.73193 -0.0536
C -4.71576 -4.97872 6.57933 -0.9160
C -6.08743 -4.78032 6.33808 -0.6448
C -6.51129 -4.08600 5.19167 -1.1142
C -5.52139 -3.57603 4.36980 0.2305
H -7.74331 -3.15255 3.08807 0.2081
H -7.08440 -1.83952 2.04923 0.2360
H -6.95060 -3.54043 1.54195 0.2584
H -4.35491 -2.20018 1.65066 0.4822
H -1.78247 -3.32339 2.39263 0.6399
H -1.81707 -1.88285 5.95536 0.3459
H -0.27407 -2.90046 7.64902 0.4107
H 1.29957 -4.72383 6.98288 0.4004
H 1.23979 -5.60890 4.63328 0.4216
H -0.30930 -4.62437 2.99761 0.5169
H -2.67975 -4.63219 5.91352 0.3715
H -4.42281 -5.56899 7.44777 0.4027
H -6.84068 -5.18612 7.01894 0.3698
H -7.56342 -3.94304 4.93149 0.2390
```



Number 3 is which compound?
C26H24BrN4O2ReS